1.
{"formula": "C33H29BF2O4", "method": "the ωB97M-V functional and the def2-TZVPD basis", "species": ["C", "C", "C", "C", "C", "B", "C", "C", "C", "C", "C", "O", "C", "C", "C", "C", "C", "O", "C", "C", "C", "C", "C", "O", "O", "H", "H", "H", "H", "H", "H", "H", "H", "H", "H", "H", "H", "H", "H", "H", "H", "H", "H", "H", "H", "F", "C", "C", "C", "C", "C", "C", "C", "C", "C", "C", "C", "F", "C", "C", "H", "H", "H", "H", "H", "H", "H", "H", "H"], "coordinates": [[-1.52948, 0.12174, 6.67080], [-1.57341, -0.37540, 5.31306], [-2.31246, -1.34426, 4.67991], [-1.85169, -1.38840, 3.32424], [-0.82369, -0.48907, 3.20751], [0.47952, -0.24593, 2.30042], [0.75578, -1.46886, 1.37402], [1.65176, -2.50429, 1.37826], [1.18181, -3.48645, 0.43903], [0.00906, -2.99803, -0.07242], [-0.99156, -3.62878, -0.90148], [-0.22332, -1.74415, 0.43803], [0.00246, 0.94975, 1.41584], [-0.92122, 1.96167, 1.57988], [-0.91178, 2.74522, 0.39057], [0.03367, 2.16450, -0.43231], [0.65166, 2.60370, -1.64888], [0.50320, 1.01140, 0.14024], [1.58208, 0.15859, 3.38476], [2.30143, 1.30539, 3.63164], [2.89553, 1.17197, 4.92963], [2.49690, -0.04631, 5.41725], [2.77402, -0.74163, 6.65764], [1.72810, -0.67841, 4.48533], [-0.71819, 0.18225, 4.42427], [-2.06661, -0.58727, 7.30904], [-0.50381, 0.23963, 7.03919], [-2.03141, 1.09116, 6.75188], [-3.02098, -1.98766, 5.18374], [-2.24553, -2.03163, 2.54762], [2.55251, -2.55326, 1.98436], [1.58544, -4.47182, 0.23888], [-0.49266, -4.40318, -1.48887], [-1.75469, -4.11101, -0.28089], [-1.48459, -2.93623, -1.57805], [-1.51639, 2.14502, 2.47061], [-1.48361, 3.63626, 0.16971], [0.05030, 3.42175, -2.04532], [1.67699, 2.96345, -1.48986], [0.67425, 1.79558, -2.38333], [2.41009, 2.13208, 2.93149], [3.51743, 1.88722, 5.45634], [3.48596, -0.12101, 7.20984], [1.86871, -0.83919, 7.26568], [3.20816, -1.73324, 6.48627], [-0.53113, 3.74294, -7.04183], [-0.89848, 3.29713, -5.78549], [-1.20131, 4.25225, -4.80639], [-1.81295, 3.78952, -3.62894], [-1.94561, 2.43638, -3.38570], [-1.19312, 1.50273, -4.17177], [-0.66058, 0.31403, -3.59912], [0.03598, -0.69659, -4.33688], [-0.17858, -2.04629, -3.95819], [-0.04256, -3.06158, -4.88928], [0.50673, -2.80497, -6.15907], [1.01927, -1.52752, -6.39307], [1.66034, -1.31515, -7.60057], [0.85816, -0.48071, -5.49309], [-0.92428, 1.93265, -5.52114], [-1.00308, 5.30769, -4.98472], [-2.16976, 4.50914, -2.88934], [-2.56539, 2.08164, -2.57047], [-0.84846, 0.14165, -2.53910], [-0.54617, -2.23486, -2.95278], [-0.37439, -4.06851, -4.63407], [0.55719, -3.56474, -6.93527], [1.29280, 0.49093, -5.71808], [-0.65433, 1.22943, -6.31119]], "forces_ev_per_angstrom": [[-0.28, 0.31, 1.20], [-0.42, -0.90, -1.86], [0.40, 0.58, 0.64], [0.16, 0.17, 0.02], [-0.43, -0.65, 1.18], [-0.58, 0.45, 0.58], [0.65, -1.30, -0.30], [-0.12, 0.30, -0.16], [-0.69, 0.34, -0.02], [1.98, 0.77, 1.14], [-0.69, -0.71, -0.52], [-0.26, -0.91, 0.06], [-0.16, 0.50, -0.67], [-0.05, 0.51, -0.26], [0.44, -0.60, 0.16], [-1.03, -0.68, 1.09], [0.48, 0.80, -0.66], [0.20, 1.50, -0.04], [1.04, 0.54, 0.34], [-0.24, -0.67, -0.36], [-0.23, -0.52, 0.34], [-0.03, 1.14, -1.86], [0.28, -0.22, 0.96], [0.26, 0.39, -0.22], [-0.52, -0.40, -0.07], [0.13, 0.19, 0.06], [-0.14, -0.05, -0.10], [0.08, 0.02, 0.10], [-0.07, 0.08, -0.21], [0.30, 0.01, 0.06], [-0.34, 0.01, -0.09], [0.02, 0.20, -0.02], [-0.21, -0.05, -0.07], [-0.11, 0.05, -0.19], [-0.25, 0.03, 0.07], [0.26, -0.17, -0.24], [0.13, -0.03, 0.04], [0.36, 0.00, -0.06], [-0.06, -0.25, -0.09], [0.25, -0.17, -0.31], [-0.12, -0.21, 0.30], [-0.10, -0.15, -0.11], [-0.04, -0.27, 0.12], [0.09, -0.18, 0.01], [-0.10, 0.13, 0.10], [-0.41, -0.60, 1.42], [0.18, -0.22, -0.67], [-0.10, -0.46, 0.19], [-0.18, 0.40, -0.49], [0.55, -0.35, 0.38], [-0.55, 0.26, -0.60], [-0.31, 0.60, -0.48], [1.40, -0.55, -0.59], [-0.48, 0.63, 0.11], [0.34, -0.19, -0.46], [-0.17, 0.29, 0.63], [0.28, 0.04, -0.56], [-0.58, -0.04, 1.48], [-0.83, -0.12, -0.37], [0.64, 0.56, 0.03], [-0.21, -0.26, -0.03], [-0.06, -0.23, -0.33], [0.47, 0.03, 0.32], [-0.23, -0.16, -0.13], [-0.10, -0.05, -0.40], [0.18, 0.27, -0.07], [0.11, 0.13, 0.22], [-0.19, -0.21, 0.03], [0.00, 0.30, 0.34]], "e_homo_ev": -6.4, "lumo_energy_ev": -3.86, "energy_ev": -48986.4390, "spin_multiplicity": 1}

=====

2.
{"formula": "C3H5F2NO", "method": "the ωB97M-V functional and the def2-TZVPD basis", "species": ["C", "C", "N", "O", "C", "F", "F", "H", "H", "H", "H", "H"], "coordinates": [[0.15636, 0.25705, -1.34626], [-0.39357, -0.19269, -0.05030], [-0.12244, -1.64778, 0.10835], [-0.90349, -2.33822, 0.70676], [0.28956, 0.58584, 1.18956], [1.56937, 0.36718, 1.30310], [-0.39444, 0.24395, 2.28454], [-0.26844, -0.39866, -2.03324], [1.27196, -0.00866, -1.39180], [0.15487, 1.34308, -1.74257], [-1.47375, 0.17648, 0.05574], [0.11400, 1.61243, 0.91611]], "forces_ev_per_angstrom": [[3.57, 1.21, -0.86], [-1.31, 1.97, 2.61], [0.13, -0.64, 0.07], [0.13, 1.26, -0.43], [-2.68, -0.74, -3.01], [1.76, -0.54, 0.59], [0.21, -0.06, 0.99], [-0.83, -0.71, -1.84], [-1.37, 0.28, 0.19], [-0.72, -1.67, 1.24], [1.09, -1.17, -0.01], [0.04, 0.81, 0.47]], "e_homo_ev": -9.3, "lumo_energy_ev": -0.24, "energy_ev": -12161.5117, "spin_multiplicity": 1}

=====

3.
{"formula": "C4H17N3OP", "method": "the ωB97M-V functional and the def2-TZVPD basis", "species": ["N", "P", "N", "N", "H", "H", "H", "H", "H", "H", "H", "C", "C", "O", "C", "C", "H", "H", "H", "H", "H", "H", "H", "H", "H", "H"], "coordinates": [[3.29124, 1.64078, 1.16932], [2.62275, 0.32268, 0.79324], [3.93219, -0.81033, 0.11441], [3.70339, -1.02687, -1.30956], [2.95004, 2.41992, 0.61897], [1.65755, 0.35428, -0.20648], [2.15334, -0.38745, 1.89379], [4.80738, -0.31579, 0.30267], [3.93283, -1.71717, 0.57761], [4.51433, -1.49950, -1.69230], [3.64623, -0.11323, -1.74564], [-4.15612, -0.10828, -0.88027], [-2.74557, -0.62759, -1.09050], [-1.74018, 0.37374, -0.97985], [-1.64805, 1.01234, 0.27520], [-1.26729, 0.07373, 1.40929], [-4.34242, 0.75371, -1.51993], [-4.87725, -0.88589, -1.12548], [-4.33608, 0.19213, 0.15247], [-2.64066, -1.01500, -2.10214], [-2.53556, -1.45886, -0.40748], [-2.56800, 1.55285, 0.51662], [-0.86962, 1.76768, 0.14451], [-2.05665, -0.63245, 1.65943], [-1.04185, 0.64401, 2.31116], [-0.38596, -0.50944, 1.12092]], "forces_ev_per_angstrom": [[-0.04, 0.23, -0.13], [-0.41, 1.18, 0.68], [-0.37, -0.14, -0.76], [-0.06, -0.11, 0.43], [0.40, 0.31, 0.04], [-0.15, -0.68, -0.30], [0.18, -0.69, -0.17], [0.17, 0.04, 0.24], [0.07, -0.20, 0.02], [0.11, -0.10, -0.01], [0.01, 0.15, -0.07], [0.09, 0.10, 0.08], [-0.12, -0.07, -0.02], [0.14, -0.05, -0.04], [0.03, 0.05, 0.03], [0.06, 0.03, -0.01], [-0.02, 0.00, -0.05], [-0.02, -0.04, -0.02], [-0.02, -0.03, 0.02], [0.03, 0.02, -0.04], [0.00, 0.02, 0.02], [-0.03, -0.03, 0.01], [-0.02, 0.04, 0.01], [-0.04, -0.01, -0.02], [0.02, 0.01, 0.02], [-0.01, -0.04, 0.05]], "total_charge": 1, "e_homo_ev": -12.3, "lumo_energy_ev": -3.65, "energy_ev": -20220.8705, "spin_multiplicity": 1}

=====

4.
{"formula": "C3H7NO", "method": "the ωB97M-V functional and the def2-TZVPD basis", "species": ["C", "C", "C", "H", "H", "H", "H", "H", "H", "H", "N", "O"], "coordinates": [[-0.92539, 0.61941, -0.11853], [0.61537, 0.72702, -0.07240], [1.36917, -0.38416, -0.49910], [-2.51584, -0.75637, 0.87644], [-1.51682, 1.03905, 0.79448], [-1.43661, 1.31897, -0.94206], [0.72061, 1.79355, 0.13015], [1.02850, -1.08158, -1.20185], [2.44753, -0.29436, -0.56818], [-0.16200, -0.61776, 0.91494], [0.99180, -0.27250, 0.84172], [-1.48286, -0.65845, -0.21947]], "forces_ev_per_angstrom": [[-3.92, 4.34, -1.35], [-4.21, 3.08, 0.53], [2.89, -0.59, -1.72], [3.89, 0.09, -4.28], [2.32, 0.14, -1.03], [1.34, -1.43, 1.04], [1.42, -0.10, -0.44], [-1.04, -1.07, -0.68], [0.08, 0.31, -0.27], [5.00, -0.89, 0.70], [-4.04, -2.20, 3.87], [-3.72, -1.69, 3.64]], "e_homo_ev": -9.3, "lumo_energy_ev": -1.28, "energy_ev": -6755.4139, "spin_multiplicity": 1}